Record 1
DFT (the ωB97M-V functional and the def2-TZVPD basis) results for 3 unconnected molecules or ions with the total composition C19H42N3O3P2S.

The geometry in XYZ format:
```
70
Properties=species:S:1:pos:R:3
C -3.431 0.707 -1.989
O -2.755 0.030 -3.011
C -2.029 -1.097 -2.537
C -0.985 -1.504 -3.565
C -0.263 -0.302 -4.172
C 0.321 0.659 -3.121
C 1.761 1.145 -3.362
P 3.195 0.797 -2.112
C 2.061 0.934 -0.534
C 1.189 2.171 -0.411
O -0.043 1.957 0.297
C 3.833 2.594 -2.005
C 4.627 2.879 -0.720
C 6.108 2.564 -0.867
N 6.680 1.536 -0.022
O 6.807 3.156 -1.648
P 2.715 -1.565 -2.204
S 3.210 -2.558 -3.856
H -3.870 1.602 -2.428
H -2.744 1.005 -1.184
H -4.228 0.092 -1.547
H -1.541 -0.845 -1.585
H -2.730 -1.918 -2.330
H -1.436 -2.120 -4.347
H -0.254 -2.141 -3.059
H -0.964 0.242 -4.810
H 0.541 -0.674 -4.812
H 0.259 0.183 -2.137
H -0.338 1.531 -3.048
H 1.753 2.229 -3.517
H 2.146 0.715 -4.292
H 4.304 0.350 -1.203
H 4.038 0.444 -3.234
H 2.717 0.831 0.334
H 1.399 0.060 -0.504
H 0.969 2.579 -1.402
H 1.694 2.955 0.159
H -0.523 1.277 -0.189
H 3.028 3.323 -2.113
H 4.494 2.733 -2.866
H 4.212 2.299 0.107
H 4.573 3.938 -0.444
H 6.146 0.685 -0.215
H 6.433 1.767 0.939
H 1.406 -1.916 -1.795
H 3.363 -2.099 -1.063
C -1.755 -0.180 1.562
C -1.179 -1.265 2.463
C 0.045 -1.945 1.841
C -0.287 -2.602 0.578
N -0.567 -3.054 -0.440
H -2.092 -0.598 0.611
H -2.599 0.318 2.041
H -1.004 0.583 1.345
H -1.936 -2.026 2.672
H -0.882 -0.836 3.422
H 0.473 -2.694 2.509
H 0.824 -1.206 1.636
C -4.916 -1.937 7.006
C -5.535 -1.661 5.643
C -4.483 -1.457 4.547
C -3.608 -0.317 4.819
N -2.930 0.581 5.043
H -4.305 -1.096 7.336
H -5.689 -2.108 7.756
H -4.278 -2.823 6.975
H -6.172 -0.776 5.689
H -6.170 -2.495 5.339
H -4.953 -1.291 3.576
H -3.853 -2.345 4.454
```

Values from the calculation:
LUMO level: 1.90 eV
max |F|: 0.5 eV/A
total energy: -60408.0817 eV
net charge: -1

Record 2
DFT (the ωB97M-V functional and the def2-TZVPD basis) results for C4H9N in the gas phase.

The geometry in XYZ format:
```
14
Properties=species:S:1:pos:R:3
C -1.815 0.102 1.001
C 0.493 0.715 -0.150
C 1.450 0.378 -1.130
C 1.086 -0.651 -0.112
H -1.649 0.589 1.978
H -2.807 0.078 0.868
H -1.634 -0.953 1.360
H -0.964 -0.206 -0.860
H 0.741 1.124 0.965
H 2.567 0.734 -1.358
H 0.817 0.264 -2.245
H 0.696 -1.563 -0.629
H 1.971 -1.199 0.507
N -0.953 0.589 -0.194
```

Values from the calculation:
LUMO level: 1.19 eV
max |F|: 9.3 eV/A
SMILES: CNC1CC1
total energy: -5779.3920 eV
energy relative to the best compared isomer or geometry (same formula, charge and spin): 4.420 eV

Record 3
DFT (the ωB97M-V functional and the def2-TZVPD basis) results for a molecular structure, C56H49CuO4P2S2.

The geometry in XYZ format:
```
114
Properties=species:S:1:pos:R:3
Cu -1.390 0.016 -0.497
C 5.145 -0.614 -4.263
C 4.117 -0.541 -3.170
C 4.508 -0.557 -1.827
C 3.575 -0.466 -0.814
C 2.229 -0.364 -1.151
C 1.814 -0.332 -2.470
C 2.765 -0.427 -3.476
S 1.029 -0.184 0.131
O 1.454 0.908 1.031
C 1.153 -1.743 0.992
C 1.416 -2.897 0.217
C 1.408 -4.123 0.804
C 1.063 -4.268 2.169
C 0.983 -5.547 2.771
C 0.611 -5.677 4.076
C 0.300 -4.531 4.839
C 0.385 -3.285 4.291
C 0.775 -3.114 2.937
C 0.874 -1.813 2.337
C 0.789 -0.652 3.285
C 1.891 -0.463 4.177
C 3.102 -1.190 4.044
C 4.140 -0.978 4.905
C 4.024 -0.037 5.949
C 2.873 0.678 6.099
C 1.782 0.489 5.216
C 0.584 1.231 5.363
C -0.438 1.079 4.480
C -0.317 0.147 3.424
S -1.601 0.005 2.194
O -2.690 -0.874 2.676
C -2.181 1.695 2.183
C -3.534 1.929 2.333
C -4.002 3.233 2.228
C -3.134 4.292 1.970
C -3.641 5.704 1.875
C -1.775 4.019 1.810
C -1.291 2.726 1.909
H 6.035 -1.148 -3.934
H 5.453 0.390 -4.560
H 4.748 -1.113 -5.146
H 5.559 -0.644 -1.582
H 3.876 -0.470 0.227
H 0.764 -0.235 -2.716
H 2.447 -0.407 -4.511
H 1.639 -2.803 -0.838
H 1.641 -5.005 0.221
H 1.217 -6.419 2.172
H 0.547 -6.657 4.530
H -0.011 -4.644 5.869
H 0.136 -2.420 4.890
H 3.206 -1.916 3.248
H 5.059 -1.537 4.789
H 4.852 0.115 6.628
H 2.774 1.406 6.895
H 0.500 1.934 6.182
H -1.343 1.662 4.578
H -4.204 1.099 2.518
H -5.062 3.428 2.342
H -4.698 5.731 1.611
H -3.082 6.272 1.130
H -3.526 6.218 2.832
H -1.086 4.829 1.594
H -0.233 2.520 1.786
O -4.912 1.072 -1.789
C -3.844 1.220 -1.241
O -3.277 0.317 -0.484
C -3.059 2.527 -1.377
P -1.293 2.120 -1.590
C -0.368 3.643 -1.274
C -0.922 4.866 -1.653
C -0.236 6.045 -1.413
C 1.010 6.010 -0.799
C 1.569 4.796 -0.432
C 0.883 3.612 -0.666
C -1.089 1.810 -3.370
C -2.063 1.077 -4.053
C -1.882 0.754 -5.389
C -0.726 1.149 -6.051
C 0.243 1.877 -5.377
C 0.065 2.208 -4.041
H -3.146 3.058 -0.424
H -3.463 3.142 -2.178
H -1.890 4.903 -2.136
H -0.672 6.990 -1.708
H 1.545 6.932 -0.610
H 2.539 4.766 0.048
H 1.316 2.674 -0.343
H -2.980 0.775 -3.559
H -2.649 0.200 -5.915
H -0.590 0.901 -7.096
H 1.138 2.201 -5.893
H 0.823 2.782 -3.522
C -3.657 -2.258 -1.700
P -2.009 -2.237 -0.944
C -2.187 -3.290 0.515
C -1.004 -3.148 -2.152
C -0.577 -4.457 -1.949
C 0.168 -5.109 -2.921
C 0.485 -4.462 -4.107
C 0.049 -3.162 -4.325
C -0.688 -2.509 -3.350
H -3.921 -3.286 -1.952
H -3.661 -1.652 -2.606
H -4.377 -1.827 -1.009
H -2.672 -4.233 0.259
H -2.796 -2.746 1.239
H -1.217 -3.486 0.970
H -0.822 -4.971 -1.028
H 0.494 -6.128 -2.756
H 1.064 -4.974 -4.864
H 0.281 -2.657 -5.254
H -1.031 -1.494 -3.530
```

Values from the calculation:
LUMO level (spin up / spin down): -2.46 / -4.18 eV
max |F|: 0.4 eV/A
2S+1: 2
total energy: -151941.6824 eV
energy relative to the best compared isomer or geometry (same formula, charge and spin): 0.000 eV
expectation value of S²: 0.76
net charge: +1

Record 4
DFT (the ωB97M-V functional and the def2-TZVPD basis) results for C3H7N3O in the gas phase.

The geometry in XYZ format:
```
14
Properties=species:S:1:pos:R:3
C -0.437 -0.261 1.156
C 1.123 -0.579 0.365
N 1.362 0.490 -0.515
O -0.380 1.013 1.738
N 0.335 0.819 -1.348
N -1.764 -0.303 -1.859
C -0.711 0.138 -1.406
H -0.628 1.672 1.082
H 1.746 1.325 -0.088
H -1.770 -0.675 -2.801
H -1.419 -0.514 0.749
H -0.327 -0.977 1.971
H 1.899 -0.634 1.125
H 0.972 -1.515 -0.170
```

Values from the calculation:
LUMO level: 0.74 eV
max |F|: 3.7 eV/A
SMILES: N=C=NNCCO
total energy: -9739.0610 eV
energy relative to the best compared isomer or geometry (same formula, charge and spin): 3.972 eV

Record 5
DFT (the ωB97M-V functional and the def2-TZVPD basis) results for CH4N2O in the gas phase.

The geometry in XYZ format:
```
8
Properties=species:S:1:pos:R:3
C -0.992 0.291 0.025
N 1.338 0.310 0.279
N 0.359 -0.350 -0.159
O 2.504 -0.117 0.219
H -1.748 -0.394 0.466
H -0.664 1.146 0.466
H -1.298 0.444 -0.916
H 0.501 -1.330 -0.381
```

Values from the calculation:
LUMO level: 0.97 eV
max |F|: 4.6 eV/A
SMILES: CNN=O
total energy: -6126.5449 eV
energy relative to the best compared isomer or geometry (same formula, charge and spin): 3.963 eV

Record 6
DFT (the ωB97M-V functional and the def2-TZVPD basis) results for 3 unconnected molecules or ions with the total composition C22H38N5O2.

The geometry in XYZ format:
```
67
Properties=species:S:1:pos:R:3
C 2.726 -3.766 1.036
N 2.158 -2.490 1.461
C 1.200 -1.868 0.809
N 0.799 -0.649 1.287
C 0.019 0.057 0.224
C 0.671 1.283 -0.398
C 1.030 2.322 0.662
N 0.169 2.839 1.431
C -0.242 -1.082 -0.756
C -1.652 -1.215 -1.333
C -2.810 -1.137 -0.346
C -2.717 -1.328 1.006
C -3.805 -1.209 1.849
C -5.024 -0.877 1.316
C -5.128 -0.687 -0.042
C -4.052 -0.811 -0.876
N 0.563 -2.267 -0.316
C -0.077 -3.593 -0.291
N -0.804 -3.845 0.962
H 2.112 -4.614 1.351
H 3.675 -3.881 1.550
H 2.843 -3.816 -0.043
H 2.529 -2.041 2.285
H 1.628 -0.080 1.468
H -0.871 0.445 0.718
H 1.513 1.052 -1.057
H -0.085 1.749 -1.037
H 2.074 2.627 0.742
H -0.768 2.483 1.228
H 0.313 -0.739 -1.640
H -1.777 -0.347 -1.989
H -1.770 -2.082 -1.984
H -1.764 -1.567 1.460
H -3.649 -1.385 2.903
H -5.876 -0.761 1.970
H -6.095 -0.425 -0.452
H -4.151 -0.659 -1.943
H -0.703 -3.766 -1.158
H 0.725 -4.329 -0.353
H -0.155 -4.310 1.588
H -1.541 -4.517 0.781
C -2.134 1.389 -6.414
C -1.448 2.566 -5.730
C -1.842 2.353 -4.276
O -1.981 0.936 -4.093
C -1.978 0.290 -5.375
H -1.698 1.125 -7.375
H -3.192 1.612 -6.568
H -0.365 2.482 -5.843
H -1.756 3.537 -6.112
H -2.804 2.823 -4.051
H -1.097 2.737 -3.577
H -1.023 -0.234 -5.491
H -2.783 -0.444 -5.411
C 5.022 2.797 4.299
C 3.685 3.077 4.978
C 2.737 2.217 4.162
O 3.496 1.083 3.703
C 4.891 1.323 3.942
H 5.886 3.004 4.927
H 5.111 3.397 3.389
H 3.713 2.729 6.013
H 3.406 4.129 4.981
H 2.368 2.755 3.283
H 1.880 1.869 4.739
H 5.211 0.685 4.772
H 5.463 1.050 3.054
```

Values from the calculation:
LUMO level: -2.31 eV
max |F|: 2.7 eV/A
total energy: -34968.9432 eV
energy relative to the best compared isomer or geometry (same formula, charge and spin): 0.000 eV
net charge: +1

Record 7
DFT (the ωB97M-V functional and the def2-TZVPD basis) results for C10H11P in the gas phase.

The geometry in XYZ format:
```
22
Properties=species:S:1:pos:R:3
C 0.724 1.562 -0.894
C -0.098 1.552 0.121
C 1.627 0.456 -1.087
C -0.188 0.401 1.125
C 1.904 -0.474 -0.148
C 1.174 -0.323 1.107
C -1.422 -0.420 0.823
C -1.725 -1.028 -0.512
C -2.214 -0.483 -1.809
C 1.811 -0.870 2.202
P -1.292 -2.371 0.437
H 0.738 2.382 -1.598
H -0.764 2.443 0.418
H 2.127 0.497 -2.107
H -0.150 0.744 2.140
H 2.770 -1.123 -0.298
H -2.313 -0.024 1.491
H -2.800 0.438 -1.890
H -2.806 -1.151 -2.344
H -1.372 -0.192 -2.479
H 1.459 -0.793 3.100
H 2.811 -1.224 2.204
```

Values from the calculation:
LUMO level: 0.31 eV
max |F|: 5.8 eV/A
SMILES: C=C1C=CC=C[C@H]1[C@@H]1P=C1C
total energy: -19832.4857 eV
energy relative to the best compared isomer or geometry (same formula, charge and spin): 3.960 eV

Record 8
DFT (the ωB97M-V functional and the def2-TZVPD basis) results for a molecular structure, C4H7NO.

The geometry in XYZ format:
```
13
Properties=species:S:1:pos:R:3
C 2.222 0.145 -0.302
C 0.851 0.399 0.256
O 0.679 1.191 1.173
N -0.201 -0.200 -0.438
C -1.934 -0.960 0.067
C -1.429 0.374 0.060
H 2.672 1.112 -0.548
H 2.832 -0.329 0.474
H 2.171 -0.484 -1.189
H -1.586 -1.772 0.694
H -2.772 -1.157 -0.599
H -1.339 0.747 1.078
H -1.904 1.093 -0.618
```

Values from the calculation:
LUMO level (spin up / spin down): -0.84 / -0.85 eV
max |F|: 1.4 eV/A
total energy: -7795.6696 eV
energy relative to the best compared isomer or geometry (same formula, charge and spin): 3.975 eV

Record 9
DFT (the ωB97M-V functional and the def2-TZVPD basis) results for C3H9NO in the gas phase.

The geometry in XYZ format:
```
14
Properties=species:S:1:pos:R:3
C -1.208 -0.155 0.167
O -1.551 -0.252 -1.202
C 0.260 0.107 0.548
C 0.979 0.720 -0.614
N 1.024 -1.033 1.083
H -1.599 -1.029 0.531
H -1.918 0.671 0.548
H -1.439 0.651 -1.669
H 0.305 0.972 1.152
H 1.234 1.733 -0.331
H 1.941 0.282 -0.771
H 0.430 0.753 -1.598
H 0.586 -1.594 1.924
H 0.956 -1.825 0.233
```

Values from the calculation:
LUMO level: 0.87 eV
max |F|: 4.3 eV/A
SMILES: C[C@H](N)CO
total energy: -6792.7528 eV
energy relative to the best compared isomer or geometry (same formula, charge and spin): 2.303 eV

Record 10
DFT (the ωB97M-V functional and the def2-TZVPD basis) results for 2 unconnected molecules or ions with the total composition C29H58BClNO8PS2.

The geometry in XYZ format:
```
101
Properties=species:S:1:pos:R:3
C 1.114 -5.072 -0.570
C 2.225 -4.682 0.543
O 1.530 -4.585 1.809
C 2.003 -3.483 2.616
C 0.839 -2.371 2.844
C 1.580 -0.928 2.833
C 0.541 0.295 2.552
C 1.114 1.410 1.568
C 0.617 1.354 0.052
B -1.005 1.667 0.053
O -1.841 1.552 -1.097
O -1.671 2.136 1.269
C 1.179 2.567 -0.889
C 0.758 4.057 -0.631
C -0.380 4.760 -1.461
C -0.790 4.170 -2.875
Cl -1.978 5.020 -0.520
P 3.109 2.680 -0.644
N 3.855 2.814 -2.073
O 1.156 1.930 -2.181
C 0.881 0.545 -2.277
O 0.802 -0.020 -3.371
C 0.791 -0.028 -0.770
S 2.495 -0.864 -0.658
C -0.182 -1.255 -0.454
C -1.226 -1.614 -1.633
C -2.306 -2.612 -1.013
C -3.103 -3.498 -2.075
C -3.988 -2.652 -3.106
C -5.351 -2.135 -2.407
C -5.249 -0.577 -1.935
C -5.496 -0.451 -0.355
C -5.058 1.033 0.086
C -6.202 1.829 0.876
O -7.469 1.788 0.153
C -8.510 2.412 0.936
H 0.088 -4.908 -0.085
H 1.251 -6.129 -0.963
H 1.233 -4.348 -1.446
H 2.707 -3.714 0.189
H 3.043 -5.469 0.655
H 2.304 -3.874 3.659
H 2.965 -3.005 2.197
H 0.453 -2.525 3.916
H -0.003 -2.452 2.089
H 2.490 -0.898 2.148
H 1.996 -0.807 3.902
H -0.485 -0.117 2.306
H 0.429 0.806 3.582
H 2.260 1.382 1.693
H 0.802 2.434 1.995
H -2.575 2.212 -1.073
H -1.514 3.095 1.396
H 0.484 4.156 0.489
H 1.697 4.717 -0.735
H -0.039 5.841 -1.665
H -1.256 5.030 -3.486
H 0.173 3.901 -3.443
H -1.560 3.340 -2.869
H 3.624 1.546 0.056
H 3.468 3.827 0.163
H 4.368 3.717 -2.061
H 2.529 -1.577 -1.866
H -0.792 -1.176 0.502
H 0.449 -2.208 -0.331
H -0.650 -2.215 -2.434
H -1.650 -0.710 -2.170
H -2.990 -2.052 -0.273
H -1.717 -3.355 -0.351
H -3.837 -4.147 -1.466
H -2.394 -4.253 -2.577
H -3.329 -1.784 -3.467
H -4.279 -3.365 -3.955
H -6.160 -2.178 -3.215
H -5.702 -2.806 -1.553
H -6.071 0.010 -2.466
H -4.244 -0.169 -2.283
H -6.612 -0.626 -0.184
H -4.922 -1.238 0.241
H -4.798 1.656 -0.839
H -4.089 0.958 0.699
H -6.284 1.430 1.942
H -5.877 2.925 0.940
H -9.420 2.513 0.241
H -8.841 1.743 1.809
H -8.247 3.458 1.302
C 6.738 -0.700 0.838
C 8.119 -0.042 0.836
C 7.967 1.346 1.464
S 6.582 1.235 2.593
O 5.519 2.080 2.101
O 7.067 1.318 3.951
C 6.168 -0.463 2.230
H 6.796 -1.765 0.605
H 6.101 -0.223 0.085
H 8.810 -0.643 1.436
H 8.534 0.026 -0.172
H 8.860 1.639 2.016
H 7.730 2.101 0.712
H 5.088 -0.601 2.282
H 6.664 -1.093 2.971
```

Values from the calculation:
LUMO level: 0.28 eV
max |F|: 4.1 eV/A
SMILES: CCOCCCCC[C@]1(B(O)O)[C@@](S)(CCCCCCCCCCOC)C(=O)O[C@]1(C[C@@H](C)Cl)[PH2]=N.O=S1(=O)CCCC1
total energy: -93036.8175 eV

Record 11
DFT (the ωB97M-V functional and the def2-TZVPD basis) results for 2 unconnected molecules or ions with the total composition C3H11NOS2.

The geometry in XYZ format:
```
18
Properties=species:S:1:pos:R:3
S 1.658 1.474 2.086
S -0.156 0.611 2.375
C -0.499 -0.423 0.900
C -0.046 0.175 -0.430
N -1.028 1.098 -0.957
C -1.597 2.177 -0.181
H 1.298 2.561 1.386
H -1.596 -0.550 0.890
H -0.091 -1.406 1.057
H 0.959 0.560 -0.250
H 0.067 -0.615 -1.180
H -0.864 1.397 -1.900
H -0.868 2.835 0.324
H -2.179 2.807 -0.850
H -2.233 1.825 0.638
H 3.060 -4.400 -1.217
H 1.984 -5.499 -1.535
O 2.129 -4.627 -1.157
```

Values from the calculation:
LUMO level: 0.62 eV
max |F|: 0.8 eV/A
SMILES: CNCCSS.O
total energy: -28496.9661 eV
energy relative to the best compared isomer or geometry (same formula, charge and spin): 0.630 eV

Record 12
DFT (the ωB97M-V functional and the def2-TZVPD basis) results for C3H5N in the gas phase.

The geometry in XYZ format:
```
9
Properties=species:S:1:pos:R:3
C -0.737 0.103 -0.551
C -1.191 -0.178 0.667
C 1.570 0.045 -0.278
N 0.578 0.369 -0.995
H -1.464 0.289 -1.333
H -0.550 -0.288 1.535
H -2.248 -0.200 0.893
H 2.564 0.141 -0.701
H 1.478 -0.281 0.762
```

Values from the calculation:
LUMO level: 0.47 eV
max |F|: 1.1 eV/A
SMILES: C=CN=C
total energy: -4680.3712 eV
energy relative to the best compared isomer or geometry (same formula, charge and spin): 1.486 eV